Entry 1:
Below is a cluster of 3 separate species, C6H13NO in total in a non-equilibrium geometry, with properties calculated with the ωB97M-V functional and the def2-TZVPD basis.

Geometry (Å):
1 O 2.79 0.72 0.87
2 C 1.80 0.45 0.22
3 C 1.02 1.23 -0.68
4 C -0.17 0.68 -1.28
5 C -1.46 1.07 -0.51
6 C -2.56 0.41 -0.82
7 C -0.90 -1.59 1.69
8 N -1.23 -1.94 0.30
9 H 1.36 -0.58 0.28
10 H 1.50 2.12 -1.07
11 H 4.03 -1.72 -0.73
12 H -0.25 -0.43 -1.23
13 H -0.28 1.03 -2.31
14 H 3.58 -1.62 -0.17
15 H -1.45 2.07 -0.09
16 H -3.54 0.81 -0.56
17 H -2.53 -0.63 -1.12
18 H -1.34 -2.19 2.48
19 H 0.15 -1.35 1.86
20 H -0.77 -2.81 -0.01
21 H -1.41 -0.64 1.52

Properties
frontier orbital gap: 3.911 eV
HOMO: -7.38 eV
E_tot: -366.07817 Ha
M: 115.2 g/mol

Entry 2:
Below is the ion C5H6N with charge +1 in a non-equilibrium geometry, with properties calculated with the ωB97M-V functional and the def2-TZVPD basis.

Geometry (Å):
1 C 2.20 1.28 0.20
2 C 1.35 0.47 -0.02
3 C -0.92 0.37 -0.05
4 C -2.03 1.13 -0.07
5 C 0.34 -1.81 0.04
6 N 0.27 -0.33 -0.02
7 H 3.05 1.86 0.17
8 H -2.47 1.63 -0.99
9 H -2.39 1.73 0.80
10 H 0.35 -2.02 -1.06
11 H 1.01 -2.25 0.81
12 H -0.76 -2.07 0.20

Properties
total charge: +1
SMILES string: C#C[N+](C)=C=C
frontier orbital gap: 9.078 eV
HOMO: -14.83 eV
E_tot: -248.40778 Ha
M: 80.1 g/mol

Entry 3:
Below is a structure of composition C3H7FS in a non-equilibrium geometry, with properties calculated with the ωB97M-V functional and the def2-TZVPD basis.

Geometry (Å):
1 C -1.86 -0.04 -0.32
2 C 0.54 -0.16 0.90
3 C 1.66 0.07 -0.12
4 H -2.76 -0.42 -0.76
5 H -2.47 0.65 0.40
6 H -1.15 0.78 -1.16
7 H 1.01 -0.29 1.89
8 H -0.24 0.84 0.76
9 H 2.51 0.87 -0.17
10 H 1.00 0.17 -1.21
11 F 2.38 -1.05 -0.30
12 S -0.64 -1.42 0.10

Properties
frontier orbital gap: 9.792 eV
HOMO: -9.00 eV
E_tot: -616.42605 Ha
M: 94.2 g/mol

Entry 4:
Below is the ion C5H9N2OS with charge +1 in a non-equilibrium geometry, with properties calculated with the ωB97M-V functional and the def2-TZVPD basis.

Geometry (Å):
1 C -0.99 -0.82 -0.28
2 C -2.52 -0.76 -0.06
3 C 1.74 -0.23 -1.18
4 C 1.47 0.27 1.26
5 C 1.01 0.58 -0.19
6 N -2.80 0.59 0.22
7 N -0.47 0.37 -0.14
8 O -3.33 -1.64 0.00
9 S -1.48 1.67 0.14
10 H -0.56 -1.75 -0.38
11 H 1.56 -1.30 -1.18
12 H 1.51 0.02 -2.17
13 H 2.72 -0.26 -0.89
14 H 1.80 -0.73 1.38
15 H 0.57 0.44 1.94
16 H 2.27 0.94 1.66
17 H 1.21 1.61 -0.22
18 H -3.70 0.98 0.10

Properties
total charge: +1
frontier orbital gap (alpha / beta): 6.611 / 7.213 eV
HOMO (alpha / beta): -11.74 / -15.37 eV
E_tot: -778.45009 Ha
multiplicity: 3
expectation value of S²: 2.019
M: 145.2 g/mol

Entry 5:
Below is a cluster of 8 separate species, C63H140F2N8O4S2 in total in a non-equilibrium geometry, with properties calculated with the ωB97M-V functional and the def2-TZVPD basis.

Geometry (Å):
1 N -8.35 16.23 25.83
2 S -9.07 15.99 27.00
3 O -10.36 16.73 27.10
4 O -8.40 15.73 28.29
5 F -9.48 14.48 26.65
6 S -7.61 17.55 26.46
7 O -6.25 17.24 26.84
8 O -8.21 18.58 27.29
9 F -7.38 18.35 25.02
10 C -2.00 15.24 34.09
11 C -0.77 15.02 34.88
12 C 0.43 15.86 34.44
13 N 1.70 15.69 35.33
14 C 2.76 16.56 34.54
15 C 4.22 16.46 35.09
16 C 4.75 14.96 35.05
17 C 3.73 14.13 35.86
18 C 2.19 14.24 35.35
19 C 1.31 16.32 36.68
20 H -2.44 16.16 34.46
21 H -2.71 14.44 34.28
22 H -1.75 15.23 33.02
23 H -0.55 13.98 34.68
24 H -0.94 15.08 35.95
25 H 0.02 16.86 34.42
26 H 0.83 15.54 33.47
27 H 2.89 16.33 33.48
28 H 2.48 17.60 34.74
29 H 4.78 17.13 34.43
30 H 4.16 16.95 36.06
31 H 4.72 14.52 34.05
32 H 5.76 14.80 35.42
33 H 3.94 13.07 35.74
34 H 3.86 14.50 36.88
35 H 2.16 13.79 34.36
36 H 1.57 13.70 36.07
37 H 2.21 16.52 37.27
38 H 0.64 15.59 37.13
39 H 0.95 17.34 36.52
40 C -21.33 19.02 35.14
41 C -19.82 19.17 34.99
42 C -18.99 18.62 36.23
43 N -17.45 18.55 35.91
44 C -16.96 19.94 35.53
45 C -15.44 19.78 35.32
46 C -15.07 18.82 34.18
47 C -15.57 17.48 34.49
48 C -17.05 17.63 34.76
49 C -16.82 18.16 37.35
50 H -21.84 19.68 35.84
51 H -21.57 18.03 35.51
52 H -21.88 19.08 34.20
53 H -19.67 20.22 34.73
54 H -19.68 18.56 34.10
55 H -19.11 17.58 36.53
56 H -19.26 19.23 37.08
57 H -17.53 20.27 34.66
58 H -17.20 20.66 36.31
59 H -15.07 20.78 35.10
60 H -14.86 19.36 36.15
61 H -15.43 19.32 33.28
62 H -14.00 18.88 34.00
63 H -15.46 16.89 33.59
64 H -15.04 17.10 35.37
65 H -17.54 18.02 33.87
66 H -17.51 16.69 35.06
67 H -17.40 17.31 37.72
68 H -17.16 19.07 37.84
69 H -15.76 17.93 37.46
70 C -6.64 16.25 18.56
71 C -7.89 15.34 18.07
72 C -8.21 14.13 18.97
73 N -9.65 13.54 18.78
74 C -9.61 12.39 19.80
75 C -10.93 11.68 19.90
76 C -12.11 12.62 20.23
77 C -12.16 13.77 19.27
78 C -10.84 14.47 19.15
79 C -9.81 13.01 17.29
80 H -5.75 15.64 18.70
81 H -6.91 16.64 19.55
82 H -6.38 17.02 17.84
83 H -7.54 14.83 17.18
84 H -8.79 15.89 17.79
85 H -8.10 14.39 20.02
86 H -7.56 13.29 18.75
87 H -9.38 12.82 20.77
88 H -8.79 11.73 19.52
89 H -11.00 10.88 20.63
90 H -11.13 11.18 18.95
91 H -12.00 13.00 21.24
92 H -13.04 12.06 20.10
93 H -12.97 14.45 19.55
94 H -12.45 13.36 18.30
95 H -10.60 14.82 20.16
96 H -10.93 15.34 18.51
97 H -9.06 12.22 17.29
98 H -9.58 13.85 16.63
99 H -10.78 12.53 17.17
100 C -9.46 5.74 29.21
101 C -8.20 5.86 30.14
102 C -6.82 5.31 29.61
103 N -5.81 4.97 30.67
104 C -6.25 3.91 31.69
105 C -6.32 2.48 31.06
106 C -5.00 2.04 30.44
107 C -4.66 3.08 29.34
108 C -4.51 4.49 30.00
109 C -5.41 6.10 31.64
110 H -9.49 6.47 28.40
111 H -10.43 5.80 29.71
112 H -9.38 4.67 29.04
113 H -8.52 5.46 31.11
114 H -7.99 6.90 30.39
115 H -6.42 5.98 28.85
116 H -6.98 4.36 29.10
117 H -7.17 4.30 32.11
118 H -5.54 3.89 32.52
119 H -7.20 2.31 30.44
120 H -6.47 1.72 31.83
121 H -5.12 1.06 29.99
122 H -4.20 1.87 31.16
123 H -5.47 3.05 28.61
124 H -3.82 2.76 28.73
125 H -4.29 5.24 29.25
126 H -3.64 4.52 30.65
127 H -6.38 6.54 31.88
128 H -4.74 6.75 31.07
129 H -4.89 5.75 32.53
130 C -5.32 29.02 33.20
131 C -6.16 27.95 32.38
132 C -5.14 26.76 32.17
133 N -5.72 25.48 31.41
134 C -4.61 24.42 31.08
135 C -3.68 24.87 29.95
136 C -4.40 25.37 28.69
137 C -5.48 26.31 29.02
138 C -6.45 25.78 30.11
139 C -6.75 24.82 32.28
140 H -4.46 29.30 32.59
141 H -4.84 28.69 34.12
142 H -5.92 29.89 33.47
143 H -6.57 28.31 31.44
144 H -6.95 27.61 33.05
145 H -4.79 26.47 33.16
146 H -4.28 27.12 31.61
147 H -4.12 24.33 32.05
148 H -4.97 23.45 30.75
149 H -3.11 25.73 30.29
150 H -2.83 24.22 29.71
151 H -3.69 25.86 28.02
152 H -4.80 24.51 28.15
153 H -5.04 27.26 29.30
154 H -6.00 26.72 28.15
155 H -7.20 26.57 30.19
156 H -7.16 25.01 29.83
157 H -7.58 25.53 32.34
158 H -6.21 24.56 33.18
159 H -7.10 23.90 31.80
160 C -11.99 23.34 22.55
161 C -13.15 22.37 22.60
162 C -13.98 22.53 23.90
163 N -15.33 21.69 23.84
164 C -15.91 21.71 25.29
165 C -17.10 20.74 25.48
166 C -16.80 19.26 25.14
167 C -16.34 19.23 23.67
168 C -15.09 20.19 23.44
169 C -16.40 22.40 22.98
170 H -11.59 23.55 21.56
171 H -11.17 22.91 23.12
172 H -12.27 24.29 23.02
173 H -12.77 21.35 22.49
174 H -13.75 22.64 21.73
175 H -14.44 23.51 23.98
176 H -13.48 22.21 24.82
177 H -15.18 21.39 26.02
178 H -16.15 22.75 25.52
179 H -17.41 20.86 26.52
180 H -17.86 21.22 24.86
181 H -15.95 18.88 25.70
182 H -17.69 18.67 25.35
183 H -16.12 18.17 23.57
184 H -17.12 19.43 22.93
185 H -14.20 19.94 24.03
186 H -14.75 20.26 22.41
187 H -15.99 22.42 21.97
188 H -16.49 23.33 23.53
189 H -17.33 21.84 22.95
190 C 5.65 9.24 28.54
191 C 4.19 9.45 28.27
192 C 4.00 10.27 27.01
193 N 2.49 10.43 26.59
194 C 1.58 10.98 27.78
195 C 0.13 11.24 27.11
196 C 0.25 12.26 25.97
197 C 1.07 11.74 24.78
198 C 2.49 11.30 25.30
199 C 1.98 9.04 26.17
200 H 5.98 10.26 28.74
201 H 6.30 8.97 27.71
202 H 5.85 8.61 29.41
203 H 3.66 9.83 29.15
204 H 3.79 8.46 28.06
205 H 4.56 10.06 26.10
206 H 4.37 11.30 27.02
207 H 2.00 11.97 27.95
208 H 1.48 10.27 28.59
209 H -0.56 11.51 27.91
210 H -0.13 10.25 26.74
211 H 0.47 13.29 26.22
212 H -0.78 12.38 25.65
213 H 1.11 12.59 24.10
214 H 0.66 10.89 24.22
215 H 3.03 12.18 25.66
216 H 3.03 10.77 24.52
217 H 1.51 8.32 26.84
218 H 2.80 8.47 25.72
219 H 1.37 9.17 25.28

Properties
total charge: +6
frontier orbital gap: 7.691 eV
HOMO: -15.29 eV
E_tot: -4217.28801 Ha
M: 1176.0 g/mol

Entry 6:
Below is a structure of composition C16H44AlClO13P3 in a non-equilibrium geometry, with properties calculated with the ωB97M-V functional and the def2-TZVPD basis.

Geometry (Å):
1 C -4.76 2.36 1.11
2 C -4.37 3.50 0.13
3 C -5.32 3.58 -1.11
4 C -5.72 5.06 -1.47
5 O -7.13 5.21 -1.65
6 Al -7.95 5.19 0.00
7 C -9.99 5.23 -0.08
8 Cl -10.46 6.88 -0.78
9 C -10.65 4.11 -0.95
10 C -9.66 3.17 -1.67
11 H -5.38 2.74 1.93
12 H -3.89 1.85 1.56
13 H -5.32 1.60 0.55
14 H -3.35 3.32 -0.24
15 H -4.33 4.47 0.64
16 H -4.88 3.07 -1.98
17 H -6.23 3.01 -0.88
18 H -5.27 5.32 -2.45
19 H -5.40 5.73 -0.65
20 H -7.49 6.50 0.85
21 H -7.44 3.92 0.84
22 H -10.41 5.17 0.93
23 H -11.40 3.57 -0.33
24 H -11.24 4.61 -1.73
25 H -8.88 2.75 -1.03
26 H -10.25 2.30 -2.04
27 H -9.28 3.67 -2.57
28 C 2.26 -0.64 1.18
29 O 1.88 0.74 1.10
30 P 0.34 1.13 0.56
31 O -0.46 0.58 1.69
32 O 0.40 0.07 -0.70
33 C 1.43 0.17 -1.68
34 O -0.90 2.00 -0.18
35 C -0.56 2.81 -1.31
36 H 2.76 -0.79 2.13
37 H 1.41 -1.31 1.11
38 H 2.96 -0.86 0.38
39 H 1.93 -0.79 -1.76
40 H 2.17 0.94 -1.43
41 H 0.98 0.40 -2.65
42 H -0.39 2.19 -2.19
43 H 0.33 3.41 -1.11
44 H -1.39 3.48 -1.52
45 C 3.54 -4.87 1.19
46 O 3.75 -4.57 -0.19
47 P 2.43 -4.33 -1.19
48 O 1.92 -3.07 -0.58
49 O 1.65 -5.66 -0.58
50 C 2.25 -6.95 -0.69
51 O 1.40 -4.33 -2.53
52 C 1.58 -5.35 -3.52
53 H 4.23 -4.26 1.77
54 H 2.52 -4.67 1.51
55 H 3.78 -5.92 1.37
56 H 2.29 -7.40 0.30
57 H 3.26 -6.91 -1.10
58 H 1.63 -7.59 -1.32
59 H 1.19 -6.31 -3.16
60 H 2.63 -5.46 -3.79
61 H 1.02 -5.07 -4.41
62 C 6.35 -0.59 3.38
63 O 6.63 -0.96 2.03
64 P 7.45 -2.38 1.72
65 O 6.42 -3.35 2.19
66 O 8.57 -2.06 2.89
67 C 9.37 -0.88 2.82
68 O 8.48 -3.52 1.02
69 C 9.64 -3.04 0.32
70 H 5.31 -0.25 3.41
71 H 6.48 -1.41 4.07
72 H 6.99 0.25 3.67
73 H 9.27 -0.33 3.76
74 H 9.07 -0.23 2.00
75 H 10.42 -1.16 2.70
76 H 10.40 -2.70 1.02
77 H 9.37 -2.23 -0.37
78 H 10.05 -3.87 -0.26

Properties
total charge: -1
frontier orbital gap: 3.592 eV
HOMO: -4.61 eV
E_tot: -3340.75655 Ha
M: 599.9 g/mol